This record from the OMol25 dataset describes C26H12Cl6IN2ORu as an isolated structure at a distorted geometry. The level of theory is ωB97M-V/def2-TZVPD.

Geometry as XYZ:
```
49
Properties=species:S:1:pos:R:3:forces:R:3:nbo_charge:R:1
Ru 0.2409 -0.2584 -0.0920 -0.08 2.53 2.76 1.0261
Cl -3.3258 6.2056 0.0852 -0.13 0.14 0.08 0.0605
C -2.2175 4.9021 -0.0178 0.64 -0.25 -0.06 -0.0090
C -0.8586 5.1662 -0.0243 -0.79 0.24 -0.13 -0.2447
C 0.0552 4.1349 -0.1466 0.61 -1.29 0.06 -0.1791
I 2.1207 4.4268 -0.1180 -0.27 0.25 0.01 0.2219
C -0.3461 2.7841 -0.2727 -1.38 1.92 1.10 0.2924
O 0.4908 1.8568 -0.4504 1.15 -2.87 -0.99 -0.6481
C -1.7585 2.5081 -0.1707 0.66 0.70 -0.14 0.1795
N -2.1046 1.2122 -0.1524 0.32 -0.56 0.23 -0.4628
C -3.3854 0.9149 -0.0825 0.06 -0.15 -0.05 0.0680
C -4.3982 1.8792 -0.0299 0.03 0.31 0.11 -0.2557
C -4.0575 3.2088 -0.0123 0.01 -0.31 -0.01 -0.0966
C -2.6986 3.5643 -0.0766 0.13 0.05 -0.10 -0.1271
H -0.5176 6.1865 0.0606 0.01 0.08 -0.02 0.2540
H -3.6436 -0.1332 -0.0511 -0.11 -0.08 -0.07 0.2022
H -5.4302 1.5707 0.0128 -0.07 -0.07 0.04 0.2421
H -4.8106 3.9778 0.0643 -0.06 0.04 -0.05 0.2473
C -0.5338 -0.0336 4.4608 0.20 0.03 -0.21 -0.2417
C 0.7592 0.0000 4.9676 -0.18 -0.02 -0.18 -0.1191
C 1.8296 0.0041 4.0931 -0.12 0.00 -0.28 -0.2149
C 1.6014 -0.0304 2.7143 0.11 0.02 0.32 0.2016
N 0.3369 -0.0733 2.2535 0.11 -0.50 -2.29 -0.3937
C -0.6923 -0.0714 3.0873 -0.62 0.00 0.15 0.0632
C 2.6308 0.0399 1.6763 0.07 -0.07 -0.12 -0.0567
C 4.0057 0.1342 1.9028 -0.50 0.06 0.09 -0.1803
C 4.8805 0.2752 0.8408 0.05 0.01 -0.12 -0.1868
C 4.4083 0.3533 -0.4612 -0.22 0.14 -0.04 -0.1754
C 3.0485 0.2342 -0.7054 0.07 0.09 -0.29 -0.2369
C 2.1834 0.0423 0.3501 -0.65 -0.52 -0.46 0.0152
H -1.3965 -0.0277 5.1060 -0.09 0.00 0.03 0.2444
H 0.9183 0.0299 6.0349 0.08 0.00 0.06 0.2400
H 2.8334 0.0441 4.4775 0.19 0.00 -0.03 0.2368
H -1.6766 -0.0875 2.6324 0.06 -0.05 0.03 0.2188
H 4.3984 0.0936 2.9056 0.03 0.03 0.17 0.2224
H 5.9419 0.3300 1.0248 0.10 0.02 0.06 0.2337
H 5.0931 0.4795 -1.2826 0.12 0.04 -0.12 0.2341
H 2.6600 0.2595 -1.7230 0.14 -0.02 0.11 0.2333
Cl -1.7967 -1.7499 -0.5250 -0.33 0.11 -0.04 0.1136
C -0.5533 -2.9185 -0.2295 0.86 -0.22 0.11 0.0003
C 0.7071 -2.3235 -0.1208 -0.13 -0.22 0.33 -0.2725
C 1.7726 -3.2254 -0.0033 -0.19 0.25 -0.02 0.0191
Cl 3.4071 -2.7081 0.0763 0.14 -0.09 0.05 0.0564
C 1.5530 -4.6111 0.0236 -0.22 -0.03 -0.04 -0.1139
Cl 2.8839 -5.6915 0.0714 -0.07 0.01 0.07 0.0948
C 0.2571 -5.1352 -0.0011 -0.06 0.26 -0.08 -0.0732
Cl 0.0047 -6.8189 0.0892 -0.09 -0.10 0.01 0.1045
C -0.8367 -4.2698 -0.1360 0.33 -0.06 -0.03 -0.1280
Cl -2.4469 -4.8549 -0.1995 0.09 0.14 -0.04 0.0900
```
Forces are in eV/Å.

Output
**Energy above the lowest of the compared OMol25 structures with the same formula, charge and spin**: 84.1 kcal/mol
**HOMO level (spin up / spin down)**: -10.22 / -10.44 eV
**Charge**: +1
**Energy**: -4336.1554 Ha
**Multiplicity**: 1